{"formula": "C3H5NO", "method": "ωB97M-V with the def2-TZVPD basis set", "molar_mass_g_mol": 71.1, "max_force_ev_per_a": 6.48, "spin_multiplicity": 1, "e_above_lowest_kcal_mol": 62.0, "smiles": "C=C/N=C/O", "homo_energy_ev": -8.62, "elements": ["C", "C", "N", "C", "O", "H", "H", "H", "H", "H"], "positions_angstrom": [[-1.0997, 1.7842, -0.6782], [-0.6635, 0.4127, -0.3662], [0.5084, -0.2623, 0.1965], [0.7980, -1.5069, 0.4814], [1.8965, -1.7170, 1.1172], [-0.4570, 2.6862, -0.4769], [-2.0258, 1.9948, -1.1863], [-1.4343, -0.2460, -0.8223], [0.2918, -2.3390, 0.1909], [2.1856, -0.8067, 1.5438]], "forces_ev_per_a": [[4.21, -3.41, 2.09], [-1.90, 1.58, -1.98], [-0.86, 1.15, 0.43], [-1.31, 6.16, -1.54], [2.50, 1.21, 2.66], [-0.67, -1.14, 0.01], [-0.17, -0.59, 0.02], [0.47, -0.11, 0.64], [-1.53, -2.52, -0.79], [-0.75, -2.32, -1.53]]}

=====

{"formula": "C34H64Br6F6NiO14S5", "method": "ωB97M-V with the def2-TZVPD basis set", "molar_mass_g_mol": 1509.3, "max_force_ev_per_a": 2.88, "spin_multiplicity": 3, "s_squared": 2.0032, "e_above_lowest_kcal_mol": 0.0, "homo_energy_ev": [-8.79, -8.74], "elements": ["Ni", "C", "O", "O", "C", "F", "F", "F", "C", "C", "H", "H", "H", "H", "H", "H", "C", "O", "O", "C", "F", "F", "F", "C", "C", "H", "H", "H", "H", "H", "H", "C", "C", "C", "S", "O", "O", "C", "H", "H", "H", "H", "H", "H", "H", "H", "C", "C", "C", "S", "O", "O", "C", "H", "H", "H", "H", "H", "H", "H", "H", "C", "C", "C", "S", "O", "O", "C", "H", "H", "H", "H", "H", "H", "H", "H", "C", "C", "C", "S", "O", "O", "C", "H", "H", "H", "H", "H", "H", "H", "H", "C", "C", "C", "S", "O", "O", "C", "H", "H", "H", "H", "H", "H", "H", "H", "Br", "C", "C", "Br", "H", "H", "H", "H", "Br", "C", "C", "Br", "H", "H", "H", "H", "Br", "C", "C", "Br", "H", "H", "H", "H"], "positions_angstrom": [[-0.0653, -1.9052, 0.6364], [-0.6763, 0.8019, 0.2665], [0.6247, 0.3721, -0.1965], [-1.3978, -0.3552, 0.3831], [-0.6230, 1.6162, 1.5612], [-1.8799, 1.6189, 2.1011], [0.1653, 1.0196, 2.4862], [-0.2294, 2.8977, 1.4489], [1.1350, 1.1361, -1.2639], [2.2778, 0.3214, -1.8458], [1.9075, -0.6141, -2.2636], [2.7951, 0.9069, -2.6146], [3.1076, 0.1277, -1.1621], [1.5521, 2.1525, -1.1994], [0.4711, 1.3041, -2.1213], [-1.0682, 1.4042, -0.5657], [1.2911, -3.7499, -1.7883], [0.5653, -4.9691, -1.7725], [0.6503, -2.9231, -0.9705], [2.7980, -3.8619, -1.5153], [3.0971, -4.5693, -0.4177], [3.3925, -4.5835, -2.5257], [3.4647, -2.7117, -1.5152], [0.9587, -6.0530, -2.5827], [0.3839, -7.3971, -2.0688], [0.6999, -8.1709, -2.7644], [0.8644, -7.6266, -1.1141], [-0.6834, -7.2942, -1.8934], [2.0341, -6.1379, -2.7110], [0.4691, -6.0022, -3.5644], [1.1937, -3.4037, -2.8297], [0.6134, 3.8823, -2.7323], [0.8341, 5.1668, -1.8953], [-0.4386, 6.0297, -1.8760], [-1.7552, 5.0535, -2.7143], [-2.6073, 5.9053, -3.5098], [-2.3417, 4.2584, -1.6671], [-0.5996, 4.0247, -3.7092], [0.3703, 2.9976, -2.1454], [1.4145, 3.6028, -3.4162], [1.6710, 5.6590, -2.3827], [1.0025, 4.9603, -0.8407], [-0.3342, 6.8164, -2.6310], [-0.7482, 6.5215, -0.9612], [-0.3770, 4.4513, -4.6850], [-1.1341, 3.0984, -3.9168], [-2.8628, -0.1321, 4.9614], [-2.4406, -1.1667, 5.9938], [-1.2630, -1.9293, 5.3352], [-1.8005, -2.2166, 3.6344], [-2.4880, -3.4919, 3.5465], [-0.6775, -1.9175, 2.7618], [-3.0702, -0.8671, 3.6385], [-2.1303, 0.6774, 4.9443], [-3.7567, 0.3757, 5.3275], [-3.2139, -1.8928, 6.2406], [-2.0821, -0.6442, 6.8795], [-0.8198, -2.7649, 5.8708], [-0.3907, -1.3205, 5.0644], [-3.9991, -1.4341, 3.6858], [-2.9354, -0.4174, 2.6553], [5.4807, -1.2845, 2.0628], [4.9250, 0.0146, 2.6483], [3.5391, 0.3381, 2.1476], [2.7408, -1.2807, 2.5099], [1.7698, -1.4994, 1.4436], [2.3762, -1.4615, 3.9013], [4.2878, -2.2656, 2.1055], [6.2815, -1.6207, 2.7099], [5.7065, -1.0548, 1.0215], [5.5527, 0.9056, 2.5478], [4.9310, -0.1134, 3.7394], [3.5661, 0.2908, 1.0551], [2.9789, 1.1936, 2.5078], [4.1560, -2.8039, 1.1716], [4.4232, -2.9230, 2.9620], [-0.0136, -1.4830, -5.0503], [-0.9721, -1.3623, -3.8722], [-2.3441, -0.9045, -4.3411], [-2.0006, 0.1649, -5.7523], [-2.2236, 1.5564, -5.4424], [-2.5370, -0.3531, -7.0011], [-0.1934, -0.1882, -5.8860], [-0.3227, -2.3162, -5.6971], [1.0385, -1.7470, -4.9425], [-0.5662, -0.9280, -2.9573], [-0.9930, -2.4017, -3.5150], [-2.8283, -0.3008, -3.5757], [-3.0329, -1.6466, -4.7407], [0.2223, 0.5326, -5.1710], [0.2399, -0.0977, -6.8725], [-5.4322, -2.1011, -0.2393], [-4.7115, -2.0059, -1.5707], [-3.7720, -3.1914, -1.7651], [-3.2185, -3.6392, -0.0604], [-1.8829, -3.2352, 0.3416], [-3.6809, -4.9709, 0.2525], [-4.3851, -2.5668, 0.7644], [-6.1441, -2.9340, -0.2209], [-5.8772, -1.1757, 0.1147], [-4.1642, -1.0549, -1.5232], [-5.3916, -1.8051, -2.4008], [-2.9689, -3.0080, -2.4761], [-4.3402, -4.0134, -2.2020], [-3.7917, -1.7045, 1.0944], [-4.7440, -3.0234, 1.6834], [7.5699, 1.2560, -0.8094], [6.4127, 2.7963, -0.4716], [5.3178, 2.9605, -1.4988], [4.0306, 4.3375, -1.0053], [7.1194, 3.6140, -0.6015], [6.1269, 2.7768, 0.5733], [4.8709, 1.9896, -1.7310], [5.6705, 3.1712, -2.5088], [0.6357, 1.3717, 6.9627], [1.9608, 2.5443, 6.1699], [1.3677, 3.2117, 4.9331], [2.8004, 4.1846, 4.0150], [2.6968, 1.8466, 5.7806], [2.3337, 3.2786, 6.8742], [0.6837, 4.0163, 5.1724], [1.0179, 2.4103, 4.2922], [-4.4510, 2.6966, 3.6442], [-4.3127, 3.3724, 1.7859], [-4.0337, 4.8804, 2.0001], [-3.9624, 5.7636, 0.2736], [-5.1991, 3.1833, 1.1907], [-3.4392, 2.9072, 1.3479], [-3.0334, 4.8933, 2.4214], [-4.7829, 5.3705, 2.6067]], "forces_ev_per_a": [[-1.05, -0.54, -0.92], [-0.52, -1.96, -1.91], [0.02, 2.22, 0.39], [0.93, 0.35, 0.85], [-0.58, -0.69, 0.68], [0.85, 0.38, -0.22], [0.08, 0.28, -0.13], [-0.01, -0.41, -0.15], [1.84, -0.85, -1.54], [0.61, 0.18, -0.44], [0.20, -0.09, 0.09], [-0.39, -0.04, -0.35], [-0.40, -0.27, 0.44], [-0.22, -0.15, 1.82], [-0.88, -0.76, 0.41], [-0.29, 0.60, 0.41], [-1.72, 0.95, -0.27], [0.59, -0.94, 0.80], [0.19, 1.09, 1.09], [0.42, -1.95, -0.92], [-0.08, 0.53, 0.61], [0.00, 0.36, -0.11], [-0.26, 0.53, 0.56], [-0.87, -1.22, -0.64], [1.20, 1.19, 0.94], [-0.49, -0.12, -0.16], [-0.18, -0.09, 0.09], [-0.10, -0.32, -0.28], [-0.11, 0.00, 0.01], [0.38, 0.70, -0.31], [0.57, 0.25, -0.44], [-1.53, -0.71, -1.12], [-0.71, -0.30, 0.11], [0.00, 0.34, -2.67], [0.78, 0.71, 0.51], [0.32, -0.33, 0.06], [0.02, -0.97, -0.44], [-0.45, 0.54, 1.05], [0.09, 0.92, 0.01], [0.59, 0.19, 0.51], [0.02, 0.49, 0.52], [0.74, -0.40, -0.15], [0.12, 0.23, 0.22], [-0.19, -0.53, 0.23], [-0.01, 0.52, 0.20], [0.03, -0.12, 0.21], [-0.39, 0.53, 0.19], [1.52, -0.35, -0.46], [0.60, 0.80, -0.59], [-1.27, -0.82, 1.41], [0.35, 0.54, -0.44], [0.10, -0.13, -0.39], [0.72, -0.95, -0.09], [0.28, -0.24, -0.42], [-0.27, -0.22, -0.40], [-0.17, 0.17, 0.10], [-0.15, -0.23, 0.21], [-0.58, -0.48, -0.29], [-0.17, 0.60, 0.70], [-0.06, 0.05, -0.15], [-0.11, 0.62, 0.32], [-1.81, 1.00, -0.37], [0.84, 1.47, 1.76], [-0.12, -2.10, -0.28], [0.74, 0.22, -0.79], [0.25, -0.31, 0.55], [0.20, 0.24, -0.85], [-0.16, 0.35, 0.71], [0.39, -0.14, -0.54], [0.70, -0.47, 0.06], [0.29, -0.28, -0.47], [-0.42, 0.05, 0.01], [-0.28, 0.39, -0.04], [0.10, -0.02, 0.26], [-0.33, -0.09, 0.13], [-0.32, -0.28, -0.16], [-0.43, 0.05, -2.57], [0.94, -2.62, 0.75], [0.20, 0.84, 0.03], [1.48, 0.04, -2.40], [-0.06, -0.16, 0.45], [-0.48, -0.07, 1.01], [-0.27, 0.25, 2.84], [-0.43, -0.03, 0.20], [0.02, 0.51, 0.94], [-0.13, 0.94, -0.34], [-0.60, 0.02, 0.10], [-0.18, 0.03, -0.15], [0.24, -0.31, 0.18], [0.21, 0.57, -0.63], [-0.37, -0.10, -0.18], [0.09, -1.76, 0.75], [0.21, 1.68, -0.09], [-0.12, 0.07, -0.32], [-1.19, -0.11, 1.09], [-0.26, -0.19, -0.79], [0.66, -0.09, -0.70], [0.88, 1.70, 0.51], [-0.49, 0.45, -0.42], [-0.20, 0.00, -0.28], [0.45, -0.25, 0.03], [-0.07, -0.64, -0.09], [0.33, 0.18, 0.44], [0.11, -0.38, 0.57], [0.08, -0.05, -0.26], [-0.08, -0.47, -0.26], [-0.45, -0.08, -0.03], [1.01, 0.98, -0.41], [-0.05, -1.27, -0.76], [0.33, -0.56, -0.05], [-0.12, 0.13, 0.27], [-0.41, -0.22, -0.10], [-0.79, 0.17, 0.80], [0.49, 0.74, 0.34], [-0.19, 0.16, 0.23], [-0.11, 0.01, -1.17], [0.56, 0.00, 0.66], [0.05, -0.25, -0.11], [0.42, 0.19, 0.51], [0.08, -0.30, 0.24], [-0.50, -0.41, -0.10], [-0.38, 0.47, -0.34], [-0.28, -0.16, -0.63], [0.23, 1.32, 0.54], [0.20, -1.29, -0.62], [-0.25, 0.22, 0.34], [-0.20, -0.18, 0.35], [-0.15, -0.12, -0.02], [-0.09, 0.61, 0.21], [0.06, 0.02, 0.09]]}

=====

{"formula": "C3H11NS2", "method": "ωB97M-V with the def2-TZVPD basis set", "molar_mass_g_mol": 125.3, "max_force_ev_per_a": 2.98, "charge": -1, "spin_multiplicity": 2, "s_squared": 0.7538, "e_above_lowest_kcal_mol": 23.1, "homo_energy_ev": [0.32, -3.91], "elements": ["C", "S", "S", "H", "H", "H", "H", "C", "C", "N", "H", "H", "H", "H", "H", "H", "H"], "positions_angstrom": [[-0.4340, 0.3653, 1.0759], [-1.3863, -1.0226, 0.4901], [-2.8559, 0.1724, -0.5085], [-0.0148, 0.9155, 0.2385], [0.3832, 0.0276, 1.6411], [-1.1033, 1.0575, 1.6966], [-2.4208, -0.0176, -1.7868], [3.3039, -0.2656, -1.3008], [2.4157, 0.0737, -0.1343], [2.6650, 1.4039, 0.5561], [4.3545, -0.5201, -1.1889], [2.9709, -1.1791, -1.8592], [3.1945, 0.4842, -2.1066], [1.3590, -0.0594, -0.5020], [2.4941, -0.7506, 0.6070], [2.6971, 1.0876, 1.5240], [3.5905, 1.6898, 0.2922]], "forces_ev_per_a": [[-1.64, 1.68, 0.16], [1.54, -2.04, 1.06], [-1.86, 1.35, -1.90], [-0.32, 0.35, 0.06], [0.97, -0.47, 1.07], [1.02, -0.84, -0.78], [-0.12, 0.12, 0.59], [-0.29, -0.54, -2.24], [-0.76, -0.95, 0.30], [-0.67, -1.95, -0.48], [0.31, 0.60, 0.73], [-0.34, 0.49, 0.81], [0.34, 0.09, 0.44], [1.12, 0.63, 0.35], [0.06, 0.44, -0.25], [0.17, 0.83, -0.01], [0.48, 0.20, 0.08]]}

=====

> What is the formula in the second record?

C34H64Br6F6NiO14S5